{"formula": "C28H78F3O26", "method": "ωB97M-V with the def2-TZVPD basis set", "elements": ["C", "O", "O", "C", "F", "F", "F", "C", "C", "H", "H", "H", "H", "H", "H", "C", "C", "O", "O", "H", "H", "H", "H", "H", "H", "C", "C", "O", "O", "H", "H", "H", "H", "H", "H", "C", "C", "O", "O", "H", "H", "H", "H", "H", "H", "C", "C", "O", "O", "H", "H", "H", "H", "H", "H", "C", "C", "O", "O", "H", "H", "H", "H", "H", "H", "C", "C", "O", "O", "H", "H", "H", "H", "H", "H", "C", "C", "O", "O", "H", "H", "H", "H", "H", "H", "C", "C", "O", "O", "H", "H", "H", "H", "H", "H", "C", "C", "O", "O", "H", "H", "H", "H", "H", "H", "C", "C", "O", "O", "H", "H", "H", "H", "H", "H", "C", "C", "O", "O", "H", "H", "H", "H", "H", "H", "C", "C", "O", "O", "H", "H", "H", "H", "H", "H"], "positions_angstrom": [[13.590, 6.560, 10.698], [14.705, 5.917, 10.051], [13.057, 5.670, 11.630], [13.954, 8.007, 11.317], [14.201, 8.978, 10.425], [12.961, 8.558, 11.982], [14.970, 8.086, 12.208], [15.257, 6.616, 8.910], [16.667, 7.131, 9.299], [17.283, 7.289, 8.413], [16.681, 8.039, 9.902], [17.177, 6.357, 9.872], [14.711, 7.324, 8.287], [15.452, 5.734, 8.299], [12.824, 6.629, 9.925], [18.735, 8.800, 6.391], [19.499, 9.792, 7.279], [19.158, 11.145, 7.023], [19.267, 8.548, 5.128], [17.710, 9.147, 6.257], [18.762, 7.849, 6.923], [20.586, 9.717, 7.264], [19.174, 9.648, 8.309], [18.252, 11.346, 7.270], [19.027, 9.239, 4.507], [17.364, 11.831, 14.348], [15.845, 11.575, 14.594], [15.389, 10.360, 14.003], [18.165, 11.486, 15.508], [17.554, 12.884, 14.141], [17.788, 11.357, 13.464], [15.269, 12.369, 14.118], [15.536, 11.489, 15.636], [14.716, 9.925, 14.531], [18.499, 12.288, 15.915], [16.190, 10.757, 8.755], [16.677, 11.301, 10.096], [16.339, 12.607, 10.341], [16.645, 11.637, 7.670], [15.108, 10.630, 8.742], [16.656, 9.781, 8.623], [17.765, 11.258, 10.061], [16.334, 10.704, 10.941], [17.062, 13.151, 10.020], [16.382, 12.556, 7.755], [12.140, 2.230, 12.758], [10.858, 2.991, 12.457], [10.911, 3.758, 11.266], [13.123, 3.114, 13.351], [12.493, 1.708, 11.869], [11.946, 1.428, 13.470], [10.498, 3.538, 13.329], [10.023, 2.350, 12.173], [11.535, 4.458, 11.471], [13.031, 3.933, 12.858], [13.188, 1.852, 7.988], [13.196, 2.974, 8.958], [14.295, 3.007, 9.895], [14.328, 1.992, 7.155], [12.205, 1.723, 7.536], [13.438, 0.919, 8.496], [12.270, 2.907, 9.529], [13.204, 3.964, 8.502], [14.313, 3.915, 10.204], [15.054, 2.138, 7.767], [19.811, 7.672, 12.627], [19.126, 8.834, 13.415], [19.769, 9.246, 14.537], [20.134, 6.546, 13.493], [20.789, 8.015, 12.288], [19.295, 7.433, 11.698], [18.106, 8.580, 13.703], [19.061, 9.690, 12.743], [19.236, 9.917, 14.970], [20.938, 6.793, 13.955], [12.160, 9.205, 7.813], [12.034, 7.752, 7.200], [12.838, 7.575, 6.072], [11.471, 10.188, 7.112], [13.212, 9.490, 7.854], [11.651, 9.298, 8.772], [11.011, 7.511, 6.912], [12.415, 6.942, 7.822], [12.894, 6.624, 5.952], [10.556, 9.906, 7.055], [16.715, 5.595, 12.949], [17.482, 4.377, 12.214], [18.772, 4.711, 11.843], [17.317, 5.712, 14.209], [15.663, 5.468, 13.204], [16.735, 6.490, 12.328], [16.834, 3.989, 11.428], [17.566, 3.528, 12.891], [19.250, 5.123, 12.567], [18.097, 6.267, 14.142], [17.192, 3.596, 7.002], [18.160, 3.753, 8.216], [19.288, 2.853, 8.186], [17.687, 4.217, 5.844], [16.169, 3.892, 7.234], [17.042, 2.547, 6.750], [17.739, 3.489, 9.186], [18.362, 4.823, 8.153], [18.956, 2.031, 8.554], [18.184, 3.508, 5.429], [8.810, 6.361, 12.306], [9.707, 7.556, 11.971], [10.422, 7.350, 10.822], [7.852, 6.004, 11.361], [8.284, 6.374, 13.260], [9.406, 5.449, 12.357], [10.381, 7.716, 12.813], [9.037, 8.377, 11.716], [10.998, 6.632, 11.093], [8.137, 6.419, 10.544], [12.789, 8.420, 15.411], [13.379, 7.009, 15.108], [12.398, 6.152, 14.539], [13.840, 9.137, 16.005], [12.064, 8.162, 16.182], [12.288, 8.975, 14.617], [13.807, 6.582, 16.015], [14.201, 7.018, 14.392], [12.496, 6.188, 13.585], [14.245, 8.519, 16.618], [12.172, 11.604, 12.962], [13.191, 11.662, 11.789], [13.787, 12.944, 11.661], [11.062, 12.583, 12.852], [12.678, 11.682, 13.924], [11.700, 10.623, 12.895], [12.649, 11.416, 10.876], [14.011, 10.998, 12.060], [14.579, 12.834, 11.131], [11.484, 13.416, 13.073]], "homo_lumo_gap_ev": 8.26, "total_charge": -1, "homo_energy_ev": -6.6, "lumo_ev": 1.70}